[1]
Here is a molecular structure, C22H40Cl2N5O3V in a non-equilibrium geometry from the OMol25 dataset. Energies are from wB97M-V/def2-TZVPD.

Results
multiplicity	3
molecular weight	544.44	g mol⁻¹
<S²>	2.112
HOMO-LUMO gap (alpha / beta)	7.66 / 7.50	eV

```
73
Properties=species:S:1:pos:R:3:lowdin_charge:R:1
V -1.43446 -0.09517 -0.67177 0.327
Cl -2.80757 -1.45214 -1.92956 0.133
Cl -2.55444 1.76908 0.13239 0.151
O -1.94269 -1.16484 1.15262 -0.161
O 3.15553 1.78453 -1.35462 0.060
O 0.17388 -1.88224 -0.63475 -0.077
N 0.43164 0.42302 0.95749 0.135
N 2.00356 -3.05533 -1.31976 -0.175
N -0.06586 -0.08066 3.20359 -0.175
N 2.15427 -0.03405 2.54370 -0.154
N -3.85060 -2.03639 2.02160 -0.169
C -1.42751 1.42553 -2.34730 -0.362
C 3.44718 -3.12607 -1.52231 -0.046
C 0.53229 5.26221 -1.24063 -0.059
C 0.09381 -1.19283 4.12313 -0.073
C -2.41374 1.27570 -3.44803 -0.129
C 2.62153 0.14629 3.93769 -0.063
C 0.73119 3.88831 -1.17259 -0.021
C 3.20978 0.03574 1.56254 -0.062
C -0.57047 0.37627 -2.19545 -0.459
C 1.52499 3.87609 -3.44055 -0.033
C 0.82335 0.14114 2.16781 -0.398
C 0.90788 5.95303 -2.40332 -0.079
C -5.29815 -1.94214 2.13517 -0.035
C 1.46913 3.28607 -2.19057 -0.211
C -1.28792 0.68159 3.37594 -0.066
C -3.16132 -3.24362 2.44857 -0.022
C 1.20937 -4.24257 -1.60871 -0.025
C 0.11042 -0.41625 -3.25432 -0.116
C -3.19939 -1.16781 1.24700 -0.357
C 2.27328 2.08745 -2.12401 -0.236
C 1.38682 -1.92017 -0.92677 -0.303
C 1.36683 5.24872 -3.50948 -0.079
H 3.27110 1.02581 1.08233 0.088
H -2.29913 1.87500 -4.34749 0.076
H 0.34874 3.31435 -0.32940 0.111
H -5.59986 -0.91618 1.87493 0.098
H -3.42123 1.36698 -3.06791 0.073
H 0.08172 0.18272 -4.14798 0.075
H 1.23382 0.74976 0.42677 0.028
H 3.90364 -3.80530 -0.78103 0.093
H 2.02846 -1.01386 -0.90040 0.123
H -2.30939 0.25928 -3.83175 0.032
H 1.95483 1.38276 -2.86949 0.095
H -2.08159 0.02701 3.74752 0.081
H 1.81555 3.29416 -4.30905 0.122
H 0.19743 -0.81141 5.16128 0.094
H -1.58815 1.11870 2.42632 0.008
H -2.09007 -3.06943 2.38214 0.080
H 3.89490 -2.12743 -1.41226 0.090
H 2.73743 -0.83799 4.44463 0.082
H 4.14671 -0.15992 2.09035 0.087
H -1.33259 2.39574 -1.88818 0.036
H 1.61937 5.77981 -4.42005 0.104
H -3.83508 -0.44271 0.68931 0.088
H -3.45366 -3.48344 3.46633 0.087
H 3.04847 -0.74412 0.80983 0.066
H 0.98620 -1.75489 3.83121 0.082
H -0.46639 -1.32996 -3.40917 0.060
H 1.15853 -0.71634 -3.04724 0.068
H 3.62574 0.60991 3.88701 0.084
H -1.14422 1.48187 4.11359 0.087
H -5.78911 -2.64070 1.44489 0.096
H 1.94519 0.79935 4.53838 0.101
H -3.43805 -4.07729 1.80404 0.098
H 0.81983 7.03674 -2.43194 0.103
H -5.61050 -2.17320 3.15783 0.089
H 3.68078 -3.51806 -2.52829 0.092
H 1.56605 -4.69755 -2.53835 0.090
H 1.31906 -4.97230 -0.79760 0.094
H 0.10174 5.78791 -0.39295 0.109
H 0.15729 -3.95622 -1.70238 0.094
H -0.79616 -1.84803 4.05951 0.080
```

=====

[2]
Here is a molecular structure, C22H40Cl4IrN2O9P2Si in a non-equilibrium geometry from the OMol25 dataset. Energies are from wB97M-V/def2-TZVPD.

Results
multiplicity	2
total charge	+2
molecular weight	900.63	g mol⁻¹
relative energy (zero: lowest compared OMol25 entry of this formula, charge and spin)	38.89	kcal/mol
<S²>	0.756
HOMO-LUMO gap (alpha / beta)	7.18 / 7.13	eV

```
81
Properties=species:S:1:pos:R:3:lowdin_charge:R:1
Ir -0.18864 1.07592 -1.78312 1.109
Cl -4.57979 6.73796 0.57365 0.741
Cl 0.71406 1.66356 -4.04505 0.474
Cl -0.48622 4.40154 -5.58168 0.490
Cl -1.90857 1.39593 -6.07601 0.470
P 0.29645 0.70851 1.35143 0.483
P 1.83206 -1.08018 -0.39809 0.471
Si -0.96541 2.62910 -4.82749 -0.699
O -0.36896 3.08797 -1.19060 -0.154
O 1.25793 -0.54871 -1.67394 -0.385
O -0.66435 0.55933 0.20479 -0.365
O -0.10879 -0.14902 2.58428 -0.161
O -1.80188 2.79807 -3.42368 -0.252
O 0.95896 -2.15100 0.35260 -0.182
O -1.73327 -0.14056 -2.85357 -0.161
O 3.21074 -1.70112 -0.75887 -0.149
O 0.41542 2.20328 1.76748 -0.175
N -0.78923 -1.94385 -3.85468 0.047
N -2.99191 -1.98068 -3.16073 0.217
C -1.18555 4.64401 0.32188 0.017
C 2.05036 2.04911 3.64047 -0.038
C -1.82491 -1.31918 -3.27639 -0.622
C -2.70722 3.57881 -2.89163 -0.057
C -1.07243 -2.07135 3.63117 -0.023
C 1.96415 0.16639 0.88562 -0.198
C -2.16676 5.48055 0.74242 -0.025
C 0.49833 -3.36385 -0.34415 -0.402
C -0.81311 -3.30654 -4.36440 -0.048
C 5.20329 -1.37056 0.58573 -0.028
C 0.87810 2.79646 3.03667 -0.388
C -1.34071 -0.97217 2.63293 -0.405
C -3.36775 5.66682 -0.01113 -0.660
C -0.29751 2.91394 3.98222 -0.024
C -2.51862 -0.09754 3.00178 -0.026
C -1.31048 3.88419 -0.87564 -0.275
C 4.68596 -3.56970 -0.52114 -0.028
C -2.52254 4.12323 -1.66733 -0.091
C -1.00058 -3.25751 -0.51284 -0.027
C 0.91610 -4.55809 0.48155 -0.016
C 4.12744 -2.35843 0.18805 -0.420
C -3.53272 5.02452 -1.17318 -0.046
H 0.98140 -3.39403 -1.32462 0.138
H -1.48565 -1.38642 1.63592 0.110
H 1.77882 1.01593 3.86750 0.082
H 3.54800 -2.66702 1.06344 0.136
H -0.00941 3.50711 4.84972 0.100
H -1.27099 -2.29595 -0.94816 0.066
H -3.61573 3.75226 -3.46606 0.163
H -3.42862 -0.69731 3.00837 0.099
H -0.20723 -2.66474 3.33340 0.078
H 2.33227 2.53378 4.57395 0.102
H -3.76915 -1.47480 -2.77345 0.129
H -1.13914 3.40110 3.48881 0.085
H -4.42345 5.21319 -1.75980 0.129
H 2.51289 1.02748 0.49944 0.104
H -1.49809 -3.35854 0.45365 0.089
H 0.55998 -5.47474 0.01073 0.102
H 1.20712 3.78879 2.73262 0.142
H -0.28372 4.50454 0.90017 0.112
H -1.52631 -3.41008 -5.18381 0.096
H -1.06303 -4.02188 -3.57925 0.079
H 5.35956 -4.10709 0.14592 0.101
H -0.88114 -1.64740 4.61806 0.097
H 0.17257 -3.55083 -4.74876 0.098
H 2.48014 -0.24517 1.75426 0.088
H 2.91919 2.06669 2.98069 0.087
H -2.04298 6.01850 1.67483 0.125
H -3.17403 -2.84117 -3.64571 0.109
H -2.38206 0.33027 3.99606 0.088
H 5.24395 -3.25490 -1.40372 0.099
H -0.61174 1.92656 4.32257 0.076
H -1.35317 -4.06062 -1.16041 0.090
H 0.07669 -1.43063 -3.86995 0.119
H 4.78900 -0.50339 1.10233 0.069
H 5.91559 -1.85578 1.25251 0.100
H 0.48131 -4.48856 1.48006 0.089
H -1.94268 -2.72444 3.69744 0.099
H 5.73638 -1.02757 -0.30155 0.100
H -2.64031 0.71252 2.28052 0.083
H 3.89195 -4.24811 -0.83398 0.077
H 2.00030 -4.61676 0.57684 0.073
```

=====

[3]
Here is a molecular structure, C22H40ClNO8S3Si2 in a non-equilibrium geometry from the OMol25 dataset. Energies are from wB97M-V/def2-TZVPD.

Results
multiplicity	1
molecular weight	634.39	g mol⁻¹
HOMO-LUMO gap	7.82	eV

```
77
Properties=species:S:1:pos:R:3:lowdin_charge:R:1
Cl 0.88859 -3.94043 0.32537 0.388
S 1.23986 -2.53361 -2.81595 0.605
S 2.07187 4.84131 0.71525 0.594
S -4.41080 -1.03577 -3.51156 0.840
Si 0.34894 -2.23073 -0.83086 0.189
Si 2.31655 -0.55891 0.54989 0.492
O -3.72683 -0.21492 -2.45852 -0.575
O -2.22259 -0.57164 0.75304 -0.187
O 0.70474 -0.67470 -0.12172 -0.307
O 0.62372 -1.06638 3.13011 -0.052
O 2.70499 -3.03316 -2.75895 -0.434
O 4.68196 1.04574 -2.25997 -0.167
O 0.41117 -3.72754 -3.43327 -0.453
O 4.58619 -3.19491 2.04869 -0.026
N 2.66225 -1.67650 1.92433 -0.052
C 4.14215 -1.90977 2.13066 -0.319
C -3.31647 -1.09677 -4.95030 -0.260
C -3.68569 1.49371 1.45953 -0.092
C 1.94190 -1.28187 3.19425 -0.313
C -5.67180 0.00892 -4.28169 -0.263
C 5.27320 -0.78178 2.49888 -0.045
C 3.76115 -0.74410 -0.70563 -0.196
C -1.58668 -2.24289 -1.16608 -0.214
C 0.95506 -1.07885 -3.98042 -0.193
C -4.55880 2.80516 0.97112 -0.038
C -2.47655 -1.89805 0.17084 -0.369
C -5.11454 3.96328 2.03565 -0.078
C 2.44043 1.24584 1.31826 -0.235
C -3.94170 2.44589 4.11011 -0.078
C 2.65963 -1.04688 4.67100 -0.027
C -3.39423 1.29812 3.06193 -0.017
C 3.56667 0.05042 -2.12529 -0.258
C -3.15891 0.45008 0.26576 -0.183
C -4.77361 3.78660 3.63219 -0.094
C -2.23796 -2.98664 1.41889 -0.076
C 3.39862 2.25362 0.45226 -0.302
C 3.45977 3.70636 1.27271 -0.552
H 3.62800 -0.61577 -3.08533 0.115
H 6.04569 -0.77164 1.59579 0.106
H 4.72081 -0.26071 -0.18517 0.091
H -3.83171 -1.58490 -5.78082 0.058
H -3.72058 2.35227 5.27544 0.081
H -1.82729 -1.50781 -2.06553 0.074
H 4.79879 0.29994 2.53016 0.070
H 2.95111 2.46000 -0.63491 0.106
H 5.85216 -0.98946 3.51429 0.112
H -0.09988 -1.13484 -4.50101 0.068
H -3.27072 -3.04189 1.97647 0.088
H 4.49892 1.85896 0.39678 0.098
H 1.89449 -0.60706 5.47328 0.108
H -6.10948 -0.51553 -5.13376 0.054
H 3.23500 3.42638 2.40624 0.087
H -2.42831 -1.67547 -4.68661 0.032
H -3.61462 -2.07318 -0.14556 0.153
H -5.71912 4.89983 1.64898 0.076
H 4.48900 1.56993 -3.11569 0.119
H -2.80695 0.35608 3.44565 0.092
H 4.51589 4.19571 1.14184 0.083
H 4.02567 -1.89355 -0.81855 0.108
H -2.54593 1.14641 -0.48432 0.141
H 3.54494 -0.25246 4.63125 0.082
H -1.83247 -3.33209 -1.57385 0.112
H -3.01758 -0.08546 -5.23584 0.061
H 1.78148 -1.08376 -4.84198 0.106
H -5.22688 0.95147 -4.60842 0.059
H -2.10315 -4.03776 0.87077 0.081
H -5.12711 4.61089 4.38426 0.073
H 2.83697 1.24397 2.41921 0.070
H -6.45135 0.21307 -3.54369 0.054
H 2.48967 5.38860 -0.52372 -0.125
H 1.33374 1.68111 1.36871 0.114
H 3.11257 -2.05120 5.10640 0.104
H -1.32807 -2.70355 2.09758 0.072
H -4.07030 0.04664 -0.34598 0.106
H 1.03888 -0.03801 -3.43670 0.068
H -4.80516 2.96904 -0.17412 0.085
H 2.58060 0.71759 -2.07207 0.106
```